# 1
Below is a structure of composition C8H19Cl2N3O9 at a distorted geometry, with properties calculated with the ωB97M-V functional and the def2-TZVPD basis.

Positions of all 41 atoms, in Å:
1 Cl -2.454440 2.024939 0.676631
2 C -0.723780 1.836629 -0.034829
3 C -0.570510 0.478259 -0.741749
4 Cl -1.794600 0.172149 -1.972339
5 H 0.037220 1.855119 0.745321
6 H -0.451620 2.605529 -0.757879
7 H -0.658850 -0.233141 0.079351
8 H 0.333600 0.327399 -1.331609
9 C -3.485120 0.022499 1.613971
10 N -3.409170 1.033469 2.667681
11 O -2.440960 1.004469 3.405061
12 O -4.332890 1.850079 2.656221
13 H -3.033140 -0.792211 2.179701
14 H -2.911840 0.322719 0.736861
15 H -4.530950 -0.157551 1.365111
16 C -1.305830 -1.616111 2.780971
17 N -0.800410 -0.722521 1.662111
18 O -1.436900 -0.861511 0.591171
19 O 0.111210 0.046769 1.860361
20 H -0.843660 -2.599391 2.693491
21 H -2.370840 -1.750471 2.591741
22 H -1.169280 -0.977181 3.653461
23 C 3.203040 0.425779 0.909501
24 N 2.483630 0.942239 -0.234479
25 O 3.034140 1.677589 -1.047319
26 O 1.312940 0.583839 -0.255159
27 H 3.286920 1.316809 1.531691
28 H 4.188120 0.125779 0.552131
29 H 2.654690 -0.353161 1.439281
30 C 3.715860 -0.034311 -2.403999
31 O 2.430350 -0.216431 -1.792729
32 C 1.443150 -0.492021 -2.587199
33 O 1.414770 -0.273911 -3.778399
34 O 0.501370 -0.938081 -1.852609
35 C -0.659340 -1.538531 -2.362379
36 H 4.190110 -0.959161 -2.732399
37 H 4.319610 0.462649 -1.644639
38 H 3.619860 0.593949 -3.289529
39 H -1.330580 -0.784281 -2.773029
40 H -1.151160 -2.179181 -1.630409
41 H -0.414710 -2.229491 -3.169129

Force components x, y, z for each atom (eV/Å):
4.0207 5.1021 -2.9840
-0.4196 -0.2671 -1.3908
-0.3629 6.3235 -2.5778
-9.5194 13.2749 6.1709
-0.8851 0.3561 0.3048
-0.8356 0.5226 0.2518
3.0231 2.5277 -5.2442
-4.2402 3.5036 1.1160
-1.8580 -2.6964 1.4929
-1.9649 1.0276 -0.4945
-0.5163 0.2606 0.4055
1.1810 -0.5525 1.1331
-1.6062 0.6489 -1.3152
-1.3007 -1.3629 0.9622
0.0685 0.0690 0.1899
0.5591 0.3277 -0.2643
-1.0291 -2.1445 1.4163
-3.7950 -6.2392 7.4121
-1.0132 -0.6724 0.4533
0.4868 0.3260 0.3285
1.0117 -0.8098 0.4412
0.2684 -0.7865 0.2375
1.3654 0.4902 0.5101
-0.9997 1.8870 1.8121
-1.1389 1.5307 3.0103
5.7417 2.9035 3.7023
0.3419 -0.1941 0.3243
0.0277 -0.0819 0.3178
0.0238 0.1731 -0.4682
0.5215 -0.2730 -1.0517
4.0286 -4.1797 -3.8860
0.5160 -0.3001 -3.7899
-0.0999 -0.2547 0.2419
1.0752 -6.1663 -1.1407
3.0898 -7.9653 -4.0138
-0.3774 -0.3359 0.1835
0.2237 -0.5333 -0.6498
0.0040 0.1344 0.2000
3.0845 -5.4880 -3.6669
0.2111 0.6027 0.3799
1.0880 -0.6886 -0.0603

Properties
HOMO-LUMO gap = 0.201 Ha
total energy = -56517.6014 eV
max |F| = 17.46 eV/A
lowest unoccupied orbital energy = -1.124 eV


# 2
Below is a cluster of 3 separate species, C8H19Cl3NO6 in total at a distorted geometry, with properties calculated with the ωB97M-V functional and the def2-TZVPD basis.

Positions of all 37 atoms, in Å:
1 Cl 1.519733 -1.148925 -2.951756
2 O 2.700666 -1.358241 -3.823516
3 O 1.563170 -2.000495 -1.820223
4 O 1.492329 0.158761 -2.445149
5 O 0.313434 -1.494645 -3.661645
6 Cl 8.136170 -0.778919 -2.116164
7 C 6.343684 -0.868749 -2.061966
8 C 5.907535 -2.255429 -2.293378
9 Cl 6.372706 -3.310236 -0.985396
10 H 5.851806 -0.297878 -2.849541
11 H 5.929705 -0.298440 -1.230410
12 H 6.315256 -2.532824 -3.265447
13 H 4.821364 -2.298299 -2.373980
14 C -4.019800 1.162633 -1.998501
15 O -3.030342 1.342034 -0.990113
16 C -1.797678 0.647767 -1.244542
17 C -0.980720 0.746228 0.086714
18 N -1.627804 0.232642 1.341140
19 C -0.996189 0.708009 2.554592
20 C -1.808656 0.355505 3.772081
21 O -2.919572 1.252708 3.979739
22 C -3.906737 0.847964 4.905582
23 H -3.789050 1.711159 -2.911717
24 H -4.978299 1.612628 -1.739851
25 H -4.121584 0.129554 -2.330894
26 H -1.188655 1.034022 -2.061848
27 H -1.951481 -0.340959 -1.676800
28 H -0.840334 1.818056 0.226596
29 H 0.030611 0.382912 -0.095801
30 H -2.514816 0.708684 1.422976
31 H -0.802617 1.776659 2.461820
32 H -0.114804 0.070991 2.480592
33 H -1.266998 0.654573 4.669443
34 H -2.177762 -0.666097 3.681579
35 H -3.375090 0.658165 5.838024
36 H -4.443203 -0.001570 4.482982
37 H -4.645978 1.640051 5.024778

Force components x, y, z for each atom (eV/Å):
3.8938 1.4253 -3.0524
-2.6487 0.1202 1.7379
-0.4471 -2.2074 1.3273
-0.3921 1.1038 -0.1510
-0.3945 -0.4379 0.1626
-0.5665 0.3951 -0.0017
-0.3490 1.5860 -0.4007
-0.7919 -0.0352 -0.3234
0.2706 -0.7993 0.3933
0.7759 0.1558 -0.7401
0.5004 -0.7698 0.7800
0.1366 -0.5858 0.2650
0.0049 0.0512 0.0105
0.4054 0.5007 -0.6877
0.0516 -0.5218 -0.7450
-0.0987 -0.0322 1.1982
-0.8318 0.4578 -0.0235
-1.1405 0.2000 -1.5661
0.5529 -0.9577 -1.0402
-0.7163 1.3475 1.0722
-0.5467 0.8288 -1.8369
0.7884 -0.1037 -0.6836
0.5976 0.1860 -0.2149
0.1024 -0.3845 0.7781
-0.1619 -0.2686 0.4488
0.0465 1.1444 0.0632
-0.5663 -0.6782 0.8335
0.0844 0.4314 -0.1256
-0.0692 -0.5898 0.3297
-0.7101 -0.2052 -0.9197
0.4031 0.2127 0.4725
0.8047 0.6339 1.2319
0.9393 -1.3315 0.1413
0.2779 -0.2057 0.3702
-0.5313 -0.4027 0.4187
0.0016 -0.4605 0.4665
0.3246 0.1970 0.0110

Properties
HOMO-LUMO gap (alpha / beta) = 0.344 / 0.105 Ha
total energy = -59933.0318 eV
⟨S²⟩ = 0.762
max |F| = 5.15 eV/A
lowest unoccupied orbital energy (alpha / beta) = 0.362 / -6.133 eV
2S+1 = 2


# 3
Below is a structure of composition C8H19ClI2O2PPt at a distorted geometry, with properties calculated with the ωB97M-V functional and the def2-TZVPD basis.

Positions of all 34 atoms, in Å:
1 I -3.312803 -2.108836 0.535499
2 I -2.927388 2.520053 -0.004392
3 Pt 1.210250 -0.231282 -0.678590
4 P -0.003805 -0.204874 -2.985342
5 C -1.496637 -0.160415 -3.961943
6 C 0.970564 1.288609 -3.303522
7 H 1.907140 -1.661743 -2.916302
8 H 1.073519 -1.692668 -4.558475
9 H 0.350900 -2.534877 -3.139015
10 C 0.937926 -1.644512 -3.471915
11 H 1.911292 1.238285 -2.672617
12 H 1.196457 1.436457 -4.357860
13 H -1.268790 -0.136101 -5.055867
14 H -2.119384 0.731253 -3.719609
15 H 0.358663 2.149103 -2.927856
16 H -2.131209 -1.059582 -3.775198
17 C -0.574586 -0.173871 -0.534681
18 O -1.692813 -0.124998 -0.195763
19 Cl 3.440013 0.087199 -0.749270
20 C -1.774661 1.446356 3.260539
21 C -0.399226 0.877437 3.405929
22 O -0.348952 -0.327160 2.559064
23 C 0.696706 -1.189251 2.780552
24 C 1.944356 -0.592693 3.435085
25 H -1.826708 2.038586 2.321082
26 H -2.024808 2.090666 4.108730
27 H -2.494153 0.625636 3.180129
28 H 0.405965 1.609742 2.995913
29 H -0.135193 0.690802 4.479173
30 H 0.362900 -2.080905 3.347669
31 H 0.983232 -1.554561 1.772788
32 H 1.727204 -0.327701 4.512483
33 H 2.768190 -1.340869 3.423591
34 H 2.285851 0.316705 2.889996

Force components x, y, z for each atom (eV/Å):
-0.7128 -0.3256 0.1969
-0.5065 0.3246 -0.3512
-0.3771 0.5342 -2.3660
3.5512 0.4333 -1.0713
-2.2073 -0.0607 0.8331
-0.0004 0.7465 1.3555
-0.6462 0.0369 -0.6978
-0.0284 0.1061 0.1033
0.5091 0.4098 -0.3858
-0.0282 -1.1039 0.8730
-1.0111 0.1411 -1.0526
-0.1042 -0.1198 -0.1803
0.4964 -0.0023 0.7798
0.4646 -0.5022 -0.1950
0.5962 -0.4694 -0.3915
0.4839 0.5511 -0.1781
-1.7057 -0.3496 2.3136
1.5426 0.1004 -1.0307
-0.7325 -0.3451 0.5465
-0.2037 0.3225 -0.8856
0.2091 0.6301 -0.3716
-0.0456 1.2592 1.6039
2.5179 0.1999 -0.4921
-0.1318 -0.0019 1.0688
-0.0649 -0.2651 0.8909
0.0353 -0.1077 -0.1660
-0.0640 0.2379 0.2742
-0.8114 -1.2097 0.5151
0.1818 -0.4475 -0.9078
-0.3942 -0.0449 -0.0369
-0.4573 -0.3767 0.1519
0.5551 -0.2194 -1.0879
-0.6699 0.4270 0.0169
-0.2395 -0.5092 0.3249

Properties
HOMO-LUMO gap (alpha / beta) = 0.255 / 0.126 Ha
total energy = -53921.9793 eV
⟨S²⟩ = 6.014
total charge = +3
max |F| = 3.73 eV/A
lowest unoccupied orbital energy (alpha / beta) = -12.484 / -14.957 eV
2S+1 = 5
relative energy (zero: lowest compared OMol25 entry of this formula, charge and spin) = 76.9 kcal/mol


# 4
Below is a structure of composition C8H19F6NO9S2V at a distorted geometry, with properties calculated with the ωB97M-V functional and the def2-TZVPD basis.

Positions of all 46 atoms, in Å:
1 V -1.532208 0.382180 0.205493
2 C -0.902578 2.762600 2.474853
3 O -0.512688 2.143780 1.259293
4 H -0.089188 2.937290 3.179113
5 H -1.310158 3.770960 2.402713
6 H -1.646888 2.309850 3.129923
7 C -4.339688 2.157140 0.254123
8 O -3.690628 0.897290 0.448043
9 H -4.431308 2.601490 -0.736967
10 H -5.331138 2.069090 0.698393
11 H -3.801808 2.996080 0.695673
12 C 3.018792 0.440920 1.309283
13 F 3.024252 1.679640 1.552613
14 F 4.282042 0.018030 1.154453
15 F 2.365272 -0.172120 2.291153
16 S 2.039532 0.231300 -0.349297
17 O 2.804402 -0.731190 -1.129207
18 O 0.715952 -0.296530 -0.045477
19 N 1.942622 1.847060 -1.096227
20 S 3.286402 1.921030 -1.901987
21 O 3.430402 3.269400 -2.437987
22 O 4.485412 1.492010 -1.221517
23 C 3.108052 0.756350 -3.462637
24 F 1.884472 0.194430 -3.371327
25 F 3.124292 1.526110 -4.570927
26 F 4.059582 -0.243610 -3.565257
27 O -1.278678 1.602550 -1.540627
28 H -2.201328 1.521900 -1.851637
29 C 0.075362 -2.639060 2.789223
30 C -0.611008 -1.246020 2.851653
31 O -1.409418 -1.261090 1.673363
32 H -0.779138 -3.315700 2.779583
33 H 0.537292 -2.845420 3.754693
34 H 0.771102 -2.755870 1.958313
35 H 0.141862 -0.460650 2.918653
36 H -1.158528 -1.223850 3.793893
37 H -2.093948 -1.932870 1.714973
38 C -0.096368 -2.722920 -2.477627
39 C -1.327358 -2.734140 -1.539137
40 O -1.631478 -1.405400 -1.353387
41 H 0.681892 -2.152120 -1.971077
42 H -0.261908 -2.061120 -3.327747
43 H 0.215532 -3.670880 -2.916017
44 H -1.101858 -3.026220 -0.513497
45 H -2.122368 -3.376170 -1.918417
46 H -2.332858 -1.255510 -1.991497

Force components x, y, z for each atom (eV/Å):
0.3866 3.2377 -0.8789
0.6469 -0.4487 -1.2411
-1.1846 -0.5011 1.9392
0.9855 -0.1393 0.2620
-0.2793 0.6627 -0.7602
-0.6177 -1.0057 -0.0830
1.2874 -1.3645 0.8125
0.1905 0.6158 -0.7454
-0.1960 -0.7643 -1.0396
-0.4686 0.3681 0.0680
0.2451 0.0921 0.9059
-0.7754 -0.9451 -2.3637
0.3610 3.0104 0.9996
-0.6357 -0.5639 0.6653
0.5030 -0.8745 0.2834
-1.3328 0.3353 -1.7910
0.0987 0.4988 0.7980
0.5887 0.8951 0.6136
0.2752 -3.8400 1.7074
1.8768 2.3552 -0.8586
-0.7150 -1.0418 -0.3565
0.1105 -0.6819 0.0116
-0.4640 -0.0244 1.0734
0.9022 0.0517 -0.8354
0.3543 -0.7943 0.2539
-1.2188 1.5391 -0.2019
-1.0295 -1.2300 0.3212
0.4464 0.3222 0.0456
-0.4969 0.7648 1.3188
1.1603 -2.2355 -0.0172
-0.1189 1.4010 0.1796
0.2032 -0.5406 -0.5103
0.5328 -0.0403 -0.0185
-0.2470 0.0091 0.0445
-0.5725 0.3314 -0.9215
-0.6029 0.2559 -0.1710
-0.0643 0.0978 0.2566
-0.1747 0.2905 0.1163
2.2419 -0.9454 0.1089
-2.1629 1.1834 -0.3156
0.3730 -0.5915 0.1820
-0.6440 -0.0016 -0.1432
0.1977 -0.2172 0.4747
0.4738 -0.9236 -0.1456
-0.4115 0.2098 -0.0575
-0.0284 1.1873 0.0133

Properties
HOMO-LUMO gap (alpha / beta) = 0.155 / 0.194 Ha
total energy = -92180.8615 eV
⟨S²⟩ = 3.756
total charge = -2
max |F| = 4.21 eV/A
lowest unoccupied orbital energy (alpha / beta) = 4.460 / 4.440 eV
2S+1 = 4